# 1
78
Properties=species:S:1:pos:R:3 method="wB97M-V/def2-TZVPD" e_lumo_ev="-10.97 / -10.00" gap_ev="2.0602 / 3.0473" total_charge=+2 spin_multiplicity=4
H 4.50 0.67 -0.43
H -0.98 1.78 4.35
H -4.25 1.50 5.05
H -7.11 -1.06 1.26
C 1.11 -5.60 -2.12
H 0.22 1.83 -5.02
C 3.88 0.30 0.39
H 1.84 -1.05 -6.01
O -2.49 2.90 1.29
O -0.95 -3.95 -3.30
C -3.16 2.94 2.35
C -3.75 2.40 4.71
H -0.12 -0.71 -0.78
C 4.57 -1.92 -0.46
H -0.26 -2.49 -2.16
H -6.74 0.45 0.79
H 2.14 -5.66 -2.50
H 1.45 -3.88 0.08
H -3.86 -0.86 -0.98
H -0.26 0.10 -5.50
C 3.87 -1.58 1.82
H -1.49 -0.79 0.40
C 2.22 -0.18 -5.49
H 5.31 -1.33 -1.01
H 2.82 0.48 0.23
H 0.86 0.32 -2.44
H -4.16 3.41 2.37
H 0.04 -0.10 0.85
H -2.14 0.61 4.21
C 1.73 -3.57 -0.92
H 0.20 3.27 2.64
H -4.49 3.20 4.75
H 0.49 -6.04 -2.90
H -4.77 -2.55 1.75
H -6.10 0.02 2.37
N 4.25 -1.03 0.64
H 3.71 -2.06 -1.12
H 1.66 -2.49 -0.91
H 1.37 2.09 2.40
N 0.82 -4.22 -1.87
H -1.14 1.22 2.68
C 1.58 -0.13 -3.13
O -1.07 1.04 -0.39
C 0.07 0.79 -4.73
H 1.94 4.26 -0.57
H 1.07 -6.29 -1.28
H -3.69 -2.36 0.40
C 3.36 3.94 1.40
O -5.50 0.37 -1.19
H 3.75 4.69 0.72
C -4.79 -0.42 -0.59
H 1.72 3.54 3.44
C -1.69 1.40 3.61
O -0.01 3.87 0.11
C 1.28 3.17 2.51
H 3.17 -0.51 -5.08
H 3.71 4.23 2.39
Cr -1.78 3.02 -0.74
H 3.60 -0.86 2.61
N 1.33 0.17 -4.42
C -4.24 -1.80 1.16
H 2.74 -3.81 -1.25
H -0.44 0.83 -3.77
N -2.84 2.29 3.50
C -6.28 -0.36 1.37
H -3.54 -1.38 1.89
N -5.11 -0.86 0.63
H -3.10 2.66 5.55
C -0.66 -0.19 0.02
C 1.21 4.02 0.22
C -0.16 -3.53 -2.50
N 1.89 3.79 1.36
H 2.34 0.61 -6.24
H 3.71 2.92 1.24
H 5.08 -2.84 -0.17
O 2.53 -0.75 -2.77
H 4.11 0.94 1.25
O 3.87 -2.80 1.96



# 2
72
Properties=species:S:1:pos:R:3 method="wB97M-V/def2-TZVPD" e_lumo_ev="-7.50 / -7.50" gap_ev="6.1316 / 6.1303" total_charge=+2 spin_multiplicity=1
N 4.16 -0.96 -0.05
H -6.19 2.13 -0.74
H 0.44 3.75 4.45
C -0.28 4.22 0.58
H 4.60 1.06 0.40
H -2.05 3.70 4.24
N -0.11 1.74 4.47
O -3.90 -1.37 0.14
C -0.22 4.45 -0.79
H -0.56 -0.25 5.03
N 2.29 -2.28 0.41
H 0.55 -3.39 0.22
H -5.48 3.35 0.34
H 2.60 -4.22 1.09
O -4.02 1.15 0.49
H 1.96 -0.04 4.87
S -0.12 -0.11 2.57
C 2.86 -1.08 0.16
C -0.38 5.74 -1.28
H -3.76 -0.61 -1.82
Os 0.18 -0.01 0.43
H -2.18 2.88 5.81
C -4.25 -1.43 -1.29
H 3.11 -3.94 -0.58
H 0.59 -2.42 1.69
C -6.05 2.42 0.31
H -3.84 -2.38 -1.63
H -7.03 2.59 0.75
H 0.34 3.00 6.04
H 6.01 -1.72 0.49
C -0.49 5.29 1.46
H 5.11 -4.08 0.85
H 5.32 -2.45 -0.96
H -6.00 -1.51 -2.50
C -0.59 6.79 -0.40
H 1.43 -0.55 6.48
H -1.59 4.54 5.74
C -0.16 1.61 3.16
H -6.22 -2.20 -0.89
C -5.35 1.33 1.08
C 5.09 -2.09 0.05
C 4.49 -3.19 0.90
H -5.20 1.61 2.12
H 5.75 0.22 -0.66
C -0.11 2.85 1.10
C 0.86 -2.42 0.64
H 1.93 1.12 6.20
C -0.15 3.08 5.07
H -0.34 5.92 -2.35
H -0.06 3.63 -1.47
H -0.53 5.10 2.53
N -0.24 2.69 2.42
C 4.70 0.35 -0.42
H 4.46 -2.87 1.95
C -5.75 -1.39 -1.45
C -0.65 6.57 0.97
H -6.16 -0.44 -1.12
O 2.14 0.00 0.11
H -0.71 7.80 -0.79
C -1.58 3.58 5.22
H 0.19 -1.80 -0.07
C 1.41 0.27 5.76
H -0.81 7.39 1.64
H -5.88 0.38 1.03
P -3.16 -0.13 0.75
H -0.57 0.94 6.31
C 3.09 -3.51 0.42
O 0.16 1.96 0.24
O -1.82 0.15 0.10
C -0.03 0.62 5.42
Te -2.86 -0.64 3.08
H 4.18 0.75 -1.29



Energy: -2649.8338; -2553.5527 (hartree)